Formula: C16H19I2N7O6ReS
Source: the OMol25 dataset
Level of theory: wB97M-V/def2-TZVPD

```
52
Properties=species:S:1:pos:R:3:mulliken_spin:R:1
Re 2.29686 0.87581 0.12673 1.97
I 2.63826 1.28999 2.88447 0.00
C 4.69367 1.77502 2.46566 -0.01
I 5.11578 1.01631 0.50579 0.00
H 5.33982 1.28444 3.18506 0.00
H 4.83252 2.85016 2.45462 0.00
N 2.30281 1.07049 -2.10440 -0.01
C 2.27239 2.50314 -2.52703 0.02
C 2.32729 3.46331 -1.31606 0.00
O 2.30362 4.64474 -1.48440 0.03
O 2.38624 2.84205 -0.15633 0.04
H 3.13464 0.64285 -2.48839 0.00
H 1.51202 0.58385 -2.51606 0.00
H 1.35969 2.72966 -3.07296 0.00
H 3.11879 2.74333 -3.16609 0.00
O -5.30722 -2.58663 -0.21456 0.04
S -6.51706 -1.82292 -0.23974 0.02
O -7.42511 -1.96245 0.85990 0.17
O -7.02351 -1.44546 -1.54030 0.28
C -5.90692 0.05009 0.11493 0.37
N -6.75778 1.00420 0.29472 0.05
C -6.23221 2.21357 0.45341 0.02
C -4.85216 2.40992 0.42441 -0.01
C -4.05214 1.29194 0.24617 0.01
N -4.61959 0.08965 0.07973 0.02
C -2.57176 1.26839 0.19932 0.01
C -1.75818 2.23852 0.77285 -0.01
C -0.38596 2.08666 0.72160 0.03
N 0.20447 1.04093 0.12272 -0.04
C -0.58320 0.11623 -0.45578 0.02
C -1.95349 0.18343 -0.42891 0.00
H -6.92382 3.03350 0.59775 0.00
H -4.43390 3.40275 0.51509 0.00
H -2.17808 3.09762 1.27738 0.00
H 0.26286 2.82384 1.17484 0.01
H -0.08717 -0.70979 -0.94766 0.00
H -2.56214 -0.59877 -0.86057 0.00
C 2.81616 -4.82267 -0.07660 0.00
N 2.36107 -3.49895 0.32255 0.02
C 1.41306 -3.25751 1.39100 0.00
C 1.32906 -1.74748 1.40106 -0.03
O 0.65631 -1.05320 2.11722 0.01
N 2.16816 -1.26257 0.38295 -0.01
C 2.73770 -2.34609 -0.20649 -0.03
N 3.56623 -2.25209 -1.24339 0.01
H 2.63695 -5.51608 0.74022 0.00
H 3.88617 -4.81468 -0.28408 0.00
H 2.27818 -5.18289 -0.95507 0.00
H 1.76820 -3.63614 2.35199 0.00
H 0.43533 -3.70665 1.20081 0.00
H 3.98897 -1.36822 -1.45743 0.00
H 3.98813 -3.07513 -1.64267 0.00
```

Its expectation value of S² is 3.7692. The largest force on an atom comes out at 1.3 eV Å⁻¹. The value obtained for the energy above the lowest of the compared OMol25 structures with the same formula, charge and spin is 10.3 kJ/mol. The charge is +2. The total energy is -2527.11936 a.u. The multiplicity is 4.